[1]
{
  "formula": "C6H12O",
  "method": "the ωB97M-V functional and the def2-TZVPD basis",
  "relative_energy_ev": 3.1849,
  "lumo_ev": 0.80,
  "e_homo_ev": -8.3353,
  "orbital_gap_ev": 9.135,
  "total_energy_ev": -8461.1691,
  "symbols": ["C", "C", "C", "C", "C", "C", "H", "H", "H", "H", "H", "H", "H", "H", "H", "H", "O", "H", "H"],
  "xyz": [[2.1356, 0.7174, -3.1049], [0.8960, 0.1825, -2.9805], [0.0276, 0.5689, -1.8269], [-0.9582, -0.2286, -1.4218], [-2.0193, 0.0374, -0.3212], [-1.3207, 0.8218, 0.8016], [2.5208, 1.0141, -2.1165], [2.8448, 0.5217, -3.9058], [0.8397, -0.8518, -3.3245], [0.3816, 1.5197, -1.4209], [-1.0516, -1.1774, -1.9504], [-2.4815, -0.9376, -0.1494], [-2.8238, 0.7352, -0.5939], [-1.0007, 0.2727, 1.6712], [-0.5709, 1.5652, 0.5511], [-2.1776, 1.4120, 1.1578], [1.7508, -1.7463, 6.1903], [1.4505, -2.4676, 5.6336], [1.5571, -1.9592, 7.1111]],
  "mulliken_charge": [-0.64, -0.40, -0.13, -0.15, -0.39, -0.99, 0.21, 0.31, 0.24, 0.30, 0.24, 0.33, 0.21, 0.27, 0.27, 0.31, -0.64, 0.32, 0.32]
}

[2]
{
  "formula": "C6H12O",
  "method": "the ωB97M-V functional and the def2-TZVPD basis",
  "relative_energy_ev": 1.6326,
  "lumo_ev": 1.00,
  "e_homo_ev": -8.3530,
  "orbital_gap_ev": 9.351,
  "total_energy_ev": -8462.7213,
  "symbols": ["C", "C", "C", "C", "O", "H", "H", "H", "H", "H", "H", "H", "H", "C", "C", "H", "H", "H", "H"],
  "xyz": [[0.5425, 1.7807, -2.1029], [-0.6541, 1.3079, -1.3326], [-0.6213, 0.8475, -0.0808], [-1.8286, 0.3812, 0.6813], [0.5591, 0.8341, 0.6191], [0.5785, 1.3168, -3.0961], [1.4675, 1.5390, -1.5728], [0.5158, 2.8671, -2.2566], [-1.6258, 1.3636, -1.8174], [-1.7080, -0.6567, 1.0215], [-2.7272, 0.4313, 0.0616], [-1.9839, 0.9999, 1.5733], [0.5253, 0.1201, 1.2721], [0.5729, -2.3764, 0.9221], [1.7455, -2.0006, 1.4259], [-0.1380, -2.9643, 1.4986], [0.2833, -2.1153, -0.0942], [2.0462, -2.2605, 2.4379], [2.4504, -1.4152, 0.8399]],
  "mulliken_charge": [-1.09, -0.26, 0.68, -1.11, -0.57, 0.30, 0.29, 0.28, 0.28, 0.24, 0.31, 0.31, 0.31, -0.54, -0.54, 0.24, 0.31, 0.26, 0.29]
}

[3]
{
  "formula": "C6H12O",
  "method": "the ωB97M-V functional and the def2-TZVPD basis",
  "relative_energy_ev": 1.3128,
  "lumo_ev": 0.97,
  "e_homo_ev": -9.6644,
  "orbital_gap_ev": 10.637,
  "total_energy_ev": -8463.0411,
  "symbols": ["C", "C", "C", "C", "C", "O", "H", "H", "H", "H", "H", "H", "H", "H", "C", "H", "H", "H", "H"],
  "xyz": [[1.0190, 1.5001, -1.3283], [0.2545, 1.2944, -0.2601], [-1.2505, 1.2718, -0.2787], [-1.8392, -0.1315, -0.1034], [-1.4666, -0.8260, 1.1820], [-0.8462, -0.3207, 2.0883], [2.1038, 1.4987, -1.2557], [0.5941, 1.6788, -2.3148], [0.7176, 1.1156, 0.7083], [-1.6331, 1.9177, 0.5209], [-1.6129, 1.6814, -1.2292], [-1.5491, -0.7888, -0.9353], [-2.9393, -0.0952, -0.1282], [-1.8224, -1.8766, 1.2623], [2.0557, -1.5861, 0.4171], [1.6875, -1.1677, 1.3572], [2.5067, -2.5647, 0.5989], [2.7990, -0.9137, -0.0189], [1.2214, -1.6873, -0.2825]],
  "mulliken_charge": [-0.77, -0.04, -0.71, -0.55, 0.01, -0.47, 0.26, 0.24, 0.40, 0.27, 0.36, 0.30, 0.34, 0.35, -0.88, 0.20, 0.31, 0.22, 0.16]
}

[4]
{
  "formula": "C6H12O",
  "method": "the ωB97M-V functional and the def2-TZVPD basis",
  "relative_energy_ev": 5.5361,
  "lumo_ev": -0.25,
  "e_homo_ev": -8.6494,
  "orbital_gap_ev": 8.403,
  "total_energy_ev": -8458.8178,
  "symbols": ["C", "C", "O", "C", "C", "C", "C", "H", "H", "H", "H", "H", "H", "H", "H", "H", "H", "H", "H"],
  "xyz": [[-1.9668, -0.6118, -0.2833], [-0.8594, -1.5097, 0.2675], [-0.4282, -2.4755, -0.7124], [0.7593, -1.6911, -0.8713], [0.5411, -0.9384, 0.4182], [1.3169, 1.6143, 1.1767], [0.5732, 1.8092, -0.1532], [-2.8701, -1.2136, -0.4206], [-2.1956, 0.2191, 0.3913], [-1.6828, -0.2053, -1.2604], [-1.2003, -2.0203, 1.1787], [0.6838, -1.0091, -1.7358], [1.6684, -2.2946, -0.9899], [0.6966, 1.1448, 1.9440], [1.6699, 2.5706, 1.5630], [2.2049, 0.9811, 1.0770], [-0.3350, 2.4166, -0.0246], [0.2161, 0.9133, -0.6719], [1.2081, 2.3005, -0.8931]],
  "mulliken_charge": [-1.28, 0.63, -0.45, -0.23, -0.51, -0.92, -0.51, 0.36, 0.31, 0.30, 0.32, 0.21, 0.30, 0.32, 0.35, 0.31, 0.24, -0.05, 0.30]
}

[5]
{
  "formula": "C6H12O",
  "method": "the ωB97M-V functional and the def2-TZVPD basis",
  "relative_energy_ev": 0.2481,
  "lumo_ev": 0.93,
  "e_homo_ev": -10.0720,
  "orbital_gap_ev": 11.001,
  "total_energy_ev": -8464.1058,
  "symbols": ["C", "C", "O", "C", "C", "C", "C", "H", "H", "H", "H", "H", "H", "H", "H", "H", "H", "H", "H"],
  "xyz": [[1.9624, -0.6688, -0.4700], [0.6076, -0.2546, 0.0774], [0.7761, -0.0153, 1.4826], [0.1373, 1.0537, -0.5831], [-1.1432, 1.3353, 0.1869], [-1.7862, -0.0726, 0.3123], [-0.6779, -1.0869, -0.1001], [2.6189, 0.1915, -0.2932], [1.9425, -0.8771, -1.5419], [2.4064, -1.5258, 0.0521], [1.2863, -0.7597, 1.8367], [0.8841, 1.8521, -0.5740], [-0.0967, 0.8363, -1.6364], [-0.8498, 1.7059, 1.1717], [-1.7960, 2.0801, -0.2769], [-2.6666, -0.1671, -0.3309], [-2.1096, -0.2478, 1.3419], [-0.7872, -1.3747, -1.1531], [-0.7083, -2.0045, 0.4983]],
  "mulliken_charge": [-1.68, 1.10, -0.57, -0.83, -0.65, -0.47, -1.00, 0.39, 0.33, 0.44, 0.40, 0.38, 0.29, 0.26, 0.39, 0.34, 0.24, 0.31, 0.33]
}

[6]
{
  "formula": "C6H12O",
  "method": "the ωB97M-V functional and the def2-TZVPD basis",
  "relative_energy_ev": 1.3087,
  "lumo_ev": 0.98,
  "e_homo_ev": -9.6596,
  "orbital_gap_ev": 10.638,
  "total_energy_ev": -8463.0452,
  "symbols": ["C", "C", "C", "C", "C", "O", "H", "H", "H", "H", "H", "H", "H", "H", "C", "H", "H", "H", "H"],
  "xyz": [[1.0168, 1.4802, -1.3153], [0.2459, 1.3292, -0.2425], [-1.2586, 1.2851, -0.2748], [-1.8141, -0.1325, -0.1090], [-1.4555, -0.8004, 1.1944], [-0.8816, -0.2606, 2.1115], [2.1011, 1.4850, -1.2368], [0.5966, 1.6034, -2.3123], [0.7026, 1.2015, 0.7371], [-1.6619, 1.9190, 0.5239], [-1.6198, 1.6902, -1.2276], [-1.4750, -0.7858, -0.9254], [-2.9133, -0.1317, -0.1693], [-1.7716, -1.8631, 1.2776], [2.0390, -1.6061, 0.3964], [1.6672, -1.1825, 1.3328], [2.4747, -2.5907, 0.5827], [2.7961, -0.9437, -0.0309], [1.2113, -1.6962, -0.3126]],
  "mulliken_charge": [-0.77, -0.04, -0.73, -0.54, 0.01, -0.47, 0.27, 0.24, 0.38, 0.27, 0.36, 0.30, 0.34, 0.35, -0.87, 0.20, 0.32, 0.22, 0.16]
}

[7]
{
  "formula": "C6H12O",
  "method": "the ωB97M-V functional and the def2-TZVPD basis",
  "relative_energy_ev": 3.0727,
  "lumo_ev": 1.11,
  "e_homo_ev": -9.6366,
  "orbital_gap_ev": 10.746,
  "total_energy_ev": -8461.2812,
  "symbols": ["C", "C", "C", "C", "C", "C", "O", "H", "H", "H", "H", "H", "H", "H", "H", "H", "H", "H", "H"],
  "xyz": [[-1.6599, -1.0686, 0.3488], [-1.2382, 0.6256, 0.2839], [-1.1195, 0.9586, -1.1686], [0.1312, 0.9046, -0.3335], [1.0516, -0.2947, -0.1126], [2.4592, 0.0922, 0.2689], [0.6302, -1.0055, 1.0510], [-1.0106, -1.8416, -0.1420], [-2.5716, -1.0569, -0.2271], [-1.8308, -1.5669, 1.3259], [-1.5975, 1.4436, 0.9478], [-1.3900, 0.1222, -1.7976], [-1.4357, 1.9238, -1.5669], [0.6413, 1.8763, -0.2595], [1.0107, -0.9509, -0.9965], [2.9989, 0.6407, -0.5016], [2.9870, -0.8291, 0.5296], [2.3851, 0.6938, 1.1841], [-0.0598, -0.4266, 1.4111]],
  "mulliken_charge": [-1.24, -0.13, -0.88, -0.25, 0.38, -1.56, -0.61, 0.31, 0.47, 0.33, 0.35, 0.26, 0.29, 0.44, 0.33, 0.40, 0.36, 0.34, 0.41]
}

[8]
{
  "formula": "C6H12O",
  "method": "the ωB97M-V functional and the def2-TZVPD basis",
  "relative_energy_ev": 2.0477,
  "lumo_ev": 1.04,
  "e_homo_ev": -9.5439,
  "orbital_gap_ev": 10.584,
  "total_energy_ev": -8462.3062,
  "symbols": ["C", "C", "C", "C", "O", "C", "C", "H", "H", "H", "H", "H", "H", "H", "H", "H", "H", "H", "H"],
  "xyz": [[2.2008, 0.3921, -1.3712], [1.3247, -0.4079, -0.7711], [0.3470, 0.0398, 0.2885], [0.9148, -0.3116, 1.6503], [1.0420, 0.4648, 2.5662], [-1.0226, -0.6444, 0.1227], [-2.0769, -0.1224, 1.0962], [2.2551, 1.4536, -1.1358], [2.8982, 0.0167, -2.1156], [1.3019, -1.4692, -1.0258], [0.2288, 1.1298, 0.2601], [1.2093, -1.3802, 1.7636], [-0.8955, -1.7293, 0.2525], [-1.3582, -0.4963, -0.9109], [-3.0240, -0.6568, 0.9700], [-2.2671, 0.9442, 0.9322], [-1.7591, -0.2421, 2.1381], [-0.9158, 1.7720, -2.4846], [-0.3413, 1.3031, -2.5392]],
  "mulliken_charge": [-0.74, -0.49, 0.67, -0.18, -0.47, -0.68, -1.18, 0.27, 0.27, 0.27, 0.26, 0.33, 0.33, 0.35, 0.36, 0.31, 0.31, 0.20, -0.19]
}

[9]
{
  "formula": "C6H12O",
  "method": "the ωB97M-V functional and the def2-TZVPD basis",
  "relative_energy_ev": 1.6202,
  "lumo_ev": 1.10,
  "e_homo_ev": -9.9769,
  "orbital_gap_ev": 11.080,
  "total_energy_ev": -8462.7337,
  "symbols": ["C", "C", "C", "C", "O", "C", "C", "H", "H", "H", "H", "H", "H", "H", "H", "H", "H", "H", "H"],
  "xyz": [[2.1507, 0.7711, -0.1677], [0.8167, 0.0571, -0.0691], [0.9079, -1.4684, -0.2350], [-0.0286, 0.4615, 1.1003], [-0.8027, 1.6365, 0.8979], [-1.4952, 0.3982, 1.0555], [-2.3273, -0.1184, -0.0972], [2.7091, 0.3728, -1.0256], [1.9422, 1.8295, -0.3455], [2.7695, 0.6530, 0.7285], [0.2612, 0.4146, -0.9515], [0.3114, -2.0806, 0.4568], [1.9140, -1.8992, -0.3355], [0.4274, -1.4608, -1.1981], [0.4472, 0.3745, 2.0827], [-1.9975, 0.3374, 2.0233], [-1.8248, -0.0183, -1.0635], [-3.2698, 0.4377, -0.1476], [-2.5793, -1.1759, 0.0491]],
  "mulliken_charge": [-1.74, 0.83, -1.25, -0.17, -0.51, 0.01, -1.31, 0.41, 0.38, 0.36, 0.11, 0.29, 0.38, 0.31, 0.46, 0.47, 0.32, 0.38, 0.28]
}

[10]
{
  "formula": "C6H12O",
  "method": "the ωB97M-V functional and the def2-TZVPD basis",
  "relative_energy_ev": 2.2480,
  "lumo_ev": 0.89,
  "e_homo_ev": -9.6026,
  "orbital_gap_ev": 10.491,
  "total_energy_ev": -8462.1060,
  "symbols": ["C", "C", "O", "C", "C", "C", "C", "H", "H", "H", "H", "H", "H", "H", "H", "H", "H", "H", "H"],
  "xyz": [[1.3879, 0.9687, -0.7917], [-0.1569, 1.0111, -0.3692], [-0.4248, 1.9632, 0.6533], [-0.4398, -0.3712, 0.1338], [-0.6756, -1.4049, -0.9383], [0.5512, -0.7188, 1.1597], [-1.0572, -0.6969, 1.4375], [1.7556, 1.9813, -0.6666], [1.4555, 0.6202, -1.8240], [2.1715, 0.3546, -0.2783], [-0.8237, 1.2431, -1.2251], [-0.7074, 2.7863, 0.2376], [0.0598, -1.2912, -1.7396], [-0.5852, -2.4191, -0.5299], [-1.6825, -1.2934, -1.3556], [1.0302, 0.1523, 1.6240], [1.2979, -1.4943, 0.9225], [-1.3411, 0.1109, 2.1110], [-1.8156, -1.5020, 1.4390]],
  "mulliken_charge": [-1.31, -0.18, -0.53, 1.37, -1.65, -1.14, -0.80, 0.38, 0.39, 0.31, 0.43, 0.35, 0.33, 0.44, 0.35, 0.39, 0.34, 0.25, 0.29]
}

[11]
{
  "formula": "C6H12O",
  "method": "the ωB97M-V functional and the def2-TZVPD basis",
  "relative_energy_ev": 1.7610,
  "lumo_ev": 1.03,
  "e_homo_ev": -9.5510,
  "orbital_gap_ev": 10.578,
  "total_energy_ev": -8462.5929,
  "symbols": ["C", "C", "C", "C", "C", "C", "O", "H", "H", "H", "H", "H", "H", "H", "H", "H", "H", "H", "H"],
  "xyz": [[-2.9971, -0.0725, 0.7445], [-1.8345, -0.2770, 0.1265], [-0.5505, -0.5379, 0.8724], [0.6054, -0.9976, -0.1166], [1.0249, 0.0492, -1.1890], [1.5677, 1.2917, -0.3822], [2.6080, 0.9647, 0.4808], [-3.0355, -0.0520, 1.8295], [-3.9054, -0.0163, 0.1550], [-1.8697, -0.3549, -0.9544], [-0.6501, -1.2388, 1.7031], [-0.1270, 0.3738, 1.2864], [0.1002, -1.7943, -0.6718], [1.3742, -1.4596, 0.5174], [0.2054, 0.3246, -1.8446], [1.8055, -0.3356, -1.8386], [0.7945, 1.7512, 0.2356], [1.6901, 2.1071, -1.1315], [3.1939, 0.2742, 0.1774]],
  "mulliken_charge": [-0.84, 0.00, -0.59, -0.78, -0.56, -0.59, -0.50, 0.28, 0.27, 0.22, 0.43, 0.30, 0.40, 0.35, 0.31, 0.36, 0.32, 0.26, 0.35]
}

[12]
{
  "formula": "C6H12O",
  "method": "the ωB97M-V functional and the def2-TZVPD basis",
  "relative_energy_ev": 4.3125,
  "lumo_ev": 0.93,
  "e_homo_ev": -8.7907,
  "orbital_gap_ev": 9.719,
  "total_energy_ev": -8460.0415,
  "symbols": ["C", "C", "O", "C", "C", "C", "C", "H", "H", "H", "H", "H", "H", "H", "H", "H", "H", "H", "H"],
  "xyz": [[-1.0032, 0.0701, -1.8031], [-0.8775, -0.4760, -0.4094], [-0.4681, -1.8646, -0.4737], [0.3567, -1.4264, 1.0520], [0.2370, 0.0115, 0.5287], [-0.1852, 1.0690, 1.5435], [1.4924, 0.4749, -0.2285], [-1.8019, -0.4588, -2.3310], [-1.2509, 1.1348, -1.7711], [-0.0744, -0.0649, -2.3633], [-1.8405, -0.3924, 0.1197], [1.3893, -1.8052, 1.0150], [-0.6207, -2.1345, 0.7162], [-1.0386, 0.7250, 2.1346], [-0.4646, 2.0011, 1.0351], [0.6318, 1.3090, 2.2337], [1.3131, 1.4136, -0.7700], [1.8300, -0.2723, -0.9548], [2.3186, 0.6595, 0.4690]],
  "mulliken_charge": [-1.54, -0.04, -0.47, -0.95, 1.97, -1.53, -1.92, 0.41, 0.34, 0.32, 0.32, 0.21, 0.50, 0.41, 0.34, 0.38, 0.35, 0.43, 0.46]
}

What is the formula in the second record? C6H12O